No. 1
170
Properties=species:S:1:pos:R:3:forces:R:3 method="wB97M-V/def2-TZVPD" s_squared=6.02 spin_multiplicity=5 energy_ev=-83543.1790 de_lowest_kcal_mol=302.7 homo_lumo_gap_ha="0.2815 / 0.2817"
C 3.6744 -7.4982 0.9206 0.6 0.6 -0.6
C 3.6869 -5.9937 0.3627 -0.5 0.4 0.5
C 2.4181 -5.6003 -0.5321 -1.6 -1.0 0.0
C 1.1924 -6.3440 -0.5600 1.9 2.3 -0.4
C -0.0089 -5.7807 -1.4815 -0.7 -0.7 -0.7
O -0.8113 -6.5131 -2.1080 2.6 2.5 2.4
C -0.0847 -4.1674 -1.5496 0.2 3.0 -0.1
C -1.4172 -3.3913 -1.6671 3.4 1.9 0.1
C -1.3563 -1.8457 -1.6753 2.2 -1.0 0.1
C -0.0565 -0.9895 -1.5758 -0.1 -3.9 -0.1
C -0.1637 0.6011 -1.5494 0.2 0.3 0.6
C -1.1411 1.1741 -0.4105 -2.6 1.8 2.6
C -1.5369 2.6989 -0.4036 -1.7 -2.4 2.8
C -2.5274 3.2519 0.6855 0.8 -3.0 -0.1
C -3.1619 2.3628 1.7934 2.3 -1.8 -2.1
C -4.2030 2.8640 2.8950 -0.1 0.2 -0.3
C -2.7381 0.8632 1.8142 1.1 2.9 -2.7
C -1.7589 0.3206 0.7376 -0.8 2.1 0.0
C 1.3055 -1.7815 -1.5065 -2.2 -1.3 -0.2
C 2.7169 -1.0059 -1.4488 -0.5 0.2 -0.6
C 3.2767 -0.7953 0.0415 -0.2 0.1 0.3
C 4.8776 -0.6787 0.1476 0.5 0.4 0.0
C 5.5803 -0.0055 -1.1361 0.8 -0.7 0.8
N 4.9841 1.3208 -1.5088 0.4 -0.8 -1.0
C 1.2590 -3.3437 -1.4939 -2.2 0.7 0.0
C 2.5883 -4.2542 -1.4162 0.6 0.2 -0.8
O 3.6621 -3.9920 -2.0078 -3.5 -0.8 2.2
H 3.9188 -8.1823 0.0218 -0.4 0.8 1.7
H 4.5048 -7.5516 1.7237 -1.4 -0.2 -1.4
H 2.6702 -7.7825 1.3912 1.5 0.4 -0.7
H 3.6741 -5.3021 1.2934 -0.1 -0.8 -1.5
H 4.6767 -5.7416 -0.1791 -1.8 -0.5 0.6
H 1.0661 -7.2858 0.0912 0.1 1.6 -1.5
H -2.4340 -3.9036 -1.7458 1.8 0.7 0.1
H -2.3495 -1.2663 -1.7525 1.7 -1.1 0.2
H 0.8696 1.0787 -1.3377 -1.6 -1.0 -0.3
H -0.4765 1.0355 -2.5757 0.3 -0.9 1.6
H -1.1389 3.4334 -1.1817 -0.6 -1.3 1.2
H -2.7853 4.3636 0.6470 0.4 -1.8 0.1
H -4.7418 1.9653 3.3840 1.0 1.4 -0.8
H -5.0370 3.5291 2.4491 1.4 -1.1 0.5
H -3.7054 3.4847 3.7288 -0.6 -1.0 -1.3
H -3.2095 0.2131 2.6332 1.0 0.8 -1.5
H -1.5199 -0.8059 0.7965 -0.3 2.1 -0.2
H 3.5182 -1.5188 -2.0975 -1.6 0.4 1.1
H 2.5397 0.0197 -1.9560 0.3 -1.6 0.9
H 2.8218 0.1699 0.4851 0.6 -1.5 -0.8
H 2.8943 -1.6630 0.6921 0.7 1.2 -0.9
H 5.1449 -0.0320 1.0701 -0.6 -1.0 -1.5
H 5.4044 -1.6909 0.3246 -1.0 1.4 -0.4
H 6.6913 0.1589 -0.8534 -1.8 -0.3 -0.5
H 5.5674 -0.7726 -1.9928 0.0 1.2 1.1
H 4.4420 1.1682 -2.3780 0.3 0.3 0.8
H 5.7382 1.9745 -1.7884 -0.6 -0.5 0.5
C -6.1767 0.4488 -2.3352 0.0 -0.3 -0.2
C -6.6721 1.1849 -1.0602 1.6 0.1 -1.3
C -5.9256 0.6725 0.1939 -0.3 -0.1 0.3
C -6.4055 -0.6776 0.7162 0.0 0.0 -0.2
C -7.9220 -0.6934 0.8685 0.3 0.3 0.2
C -8.6496 -0.2830 -0.4265 -1.0 -1.8 -0.5
N -8.1550 1.0214 -0.9644 -0.4 2.2 3.7
O -8.6321 2.0095 -0.1614 0.5 -1.6 -1.9
C -8.4816 -1.4098 -1.4735 0.4 0.0 -0.3
C -10.1769 -0.2626 -0.1645 0.1 0.7 0.1
C -6.2273 2.6566 -1.2765 -0.7 0.2 0.4
H -6.9876 0.2953 -3.0537 0.0 0.0 0.2
H -5.4190 1.0230 -2.8762 0.0 0.0 0.3
H -5.7263 -0.5206 -2.1110 -0.1 0.0 0.0
H -6.0397 1.3991 1.0080 -0.1 0.1 -0.2
H -4.8508 0.6138 -0.0080 -0.2 0.2 -0.2
H -6.0781 -1.4808 0.0462 -0.1 0.0 0.0
H -5.9395 -0.8814 1.6835 0.0 0.0 0.0
H -8.2388 -1.6943 1.1789 -0.2 0.1 -0.2
H -8.2014 -0.0205 1.6880 -0.1 0.1 -0.2
H -8.9460 -1.1366 -2.4272 0.1 0.0 0.1
H -8.9595 -2.3322 -1.1322 -0.1 0.2 0.1
H -7.4437 -1.6762 -1.6724 -0.1 0.1 0.0
H -10.4596 0.4218 0.6387 0.2 0.1 -0.2
H -10.5315 -1.2532 0.1356 0.3 0.0 -0.1
H -10.7249 0.0230 -1.0670 0.1 0.0 0.0
H -6.7309 3.1052 -2.1385 0.0 -0.1 0.1
H -5.1487 2.7071 -1.4579 -0.2 -0.3 0.0
H -6.4151 3.2856 -0.4009 -0.2 -0.1 -0.1
C -12.0990 4.1559 -1.3754 -0.4 0.0 0.2
C -10.8219 4.9600 -1.7432 -0.6 -2.0 0.2
C -9.8696 5.0627 -0.5285 0.2 0.4 0.2
C -10.2828 6.0881 0.5225 -0.2 -0.1 -0.1
C -10.5857 7.4358 -0.1223 0.3 -0.2 0.0
C -11.6190 7.3265 -1.2605 -1.5 1.1 0.8
N -11.2381 6.2949 -2.2732 4.0 1.4 -0.6
O -10.2061 6.7933 -3.0059 -2.2 -0.8 0.8
C -13.0053 7.0130 -0.6493 -0.1 -0.4 0.1
C -11.8174 8.7241 -1.9001 0.5 -0.2 -0.4
C -10.1081 4.0732 -2.7987 0.2 0.7 -0.3
H -12.9830 4.5440 -1.8908 0.2 0.1 0.1
H -12.0286 3.1069 -1.6771 0.3 0.2 0.1
H -12.2986 4.1545 -0.3017 0.0 0.1 -0.1
H -8.8649 5.3343 -0.8754 -0.1 0.0 -0.2
H -9.7671 4.0838 -0.0494 -0.1 0.0 -0.3
H -11.1524 5.7263 1.0830 0.0 0.1 0.0
H -9.4791 6.2057 1.2533 0.0 0.0 0.0
H -10.9433 8.1272 0.6477 -0.2 0.0 -0.2
H -9.6501 7.8639 -0.5014 -0.1 -0.1 -0.2
H -13.7617 6.8808 -1.4305 0.2 0.0 0.0
H -13.3415 7.8319 -0.0072 0.2 0.1 -0.2
H -13.0187 6.1244 -0.0184 0.0 0.0 -0.1
H -10.8901 9.1439 -2.2960 -0.1 -0.2 0.0
H -12.1885 9.4394 -1.1598 0.0 -0.3 0.1
H -12.5489 8.6824 -2.7120 0.1 -0.1 0.0
H -10.7098 3.9675 -3.7067 0.0 0.1 0.1
H -9.9315 3.0697 -2.3978 -0.2 0.2 0.2
H -9.1249 4.4627 -3.0792 -0.2 0.2 0.0
C 9.8044 -6.9766 1.9865 0.3 0.1 -0.2
C 8.7045 -7.9975 2.3880 1.0 1.7 0.8
C 9.2904 -9.1076 3.2936 -0.1 -0.5 -0.1
C 10.0942 -10.1744 2.5572 0.1 0.2 -0.1
C 9.3139 -10.7168 1.3657 -0.1 0.1 0.4
C 8.8312 -9.6012 0.4185 1.1 -0.5 -1.7
N 8.0760 -8.5322 1.1415 -2.7 -2.7 2.1
O 6.8568 -9.0361 1.4725 1.9 1.3 -1.0
C 10.0545 -9.0078 -0.3201 0.2 0.3 0.2
C 7.9952 -10.2330 -0.7232 -0.5 0.1 0.4
C 7.7249 -7.1729 3.2660 -0.6 -0.5 -0.3
H 9.6526 -6.5983 0.9711 0.0 -0.2 0.1
H 9.7993 -6.0898 2.6266 -0.1 -0.3 0.1
H 10.8101 -7.3970 2.0511 -0.1 0.0 -0.1
H 8.4737 -9.6164 3.8204 -0.1 0.2 -0.1
H 9.9191 -8.6623 4.0725 -0.2 0.2 -0.2
H 11.0573 -9.7653 2.2317 -0.1 0.0 0.0
H 10.3288 -10.9924 3.2425 0.0 0.0 0.0
H 9.9432 -11.4282 0.8216 -0.1 0.2 -0.2
H 8.4583 -11.2932 1.7372 -0.1 0.2 -0.1
H 9.7595 -8.1776 -0.9708 0.0 -0.1 0.1
H 10.5306 -9.7623 -0.9522 -0.3 -0.1 0.1
H 10.8394 -8.6477 0.3447 -0.1 0.0 0.0
H 7.1312 -10.7914 -0.3562 0.1 0.2 0.1
H 8.5987 -10.9417 -1.2982 0.2 0.2 0.2
H 7.6386 -9.4666 -1.4171 0.0 0.0 0.1
H 7.2460 -6.3745 2.6908 0.1 -0.1 0.0
H 8.2590 -6.7069 4.1003 0.2 -0.1 -0.3
H 6.9426 -7.7907 3.7169 0.1 0.0 -0.3
C 5.9447 6.7448 0.9861 0.1 0.4 -0.1
C 6.2939 5.2326 1.0524 -1.5 1.3 0.7
C 6.9996 4.8904 2.3867 0.4 -0.3 0.0
C 8.4694 5.2928 2.4533 -0.1 0.2 -0.1
C 9.2248 4.7960 1.2263 -0.3 -0.2 0.3
C 8.5640 5.2389 -0.0935 1.5 1.3 -0.8
N 7.1130 4.8820 -0.1477 0.5 -4.2 1.1
O 7.0219 3.5387 -0.3353 0.0 2.5 -0.3
C 8.7629 6.7637 -0.2658 -0.3 0.3 0.2
C 9.3558 4.6380 -1.2825 -0.5 -0.5 0.1
C 4.9118 4.5255 1.0815 0.4 -0.6 -0.4
H 6.0350 7.1358 -0.0319 0.1 -0.1 0.1
H 4.9098 6.9436 1.2788 0.1 -0.2 0.1
H 6.5722 7.3492 1.6445 0.0 0.0 -0.1
H 6.9467 3.8084 2.5594 -0.1 0.0 -0.2
H 6.4649 5.3547 3.2226 -0.2 0.0 -0.3
H 8.5602 6.3810 2.5459 0.0 -0.1 0.0
H 8.9221 4.8734 3.3549 0.0 0.0 0.0
H 10.2567 5.1582 1.2722 -0.1 0.1 -0.3
H 9.2865 3.7021 1.2691 -0.1 0.0 -0.2
H 8.2662 7.1278 -1.1715 0.0 -0.1 0.1
H 9.8244 7.0096 -0.3564 -0.1 -0.3 0.0
H 8.3982 7.3539 0.5747 -0.1 -0.1 -0.1
H 9.4019 3.5471 -1.2522 -0.2 0.1 0.0
H 10.3915 4.9906 -1.2755 -0.2 0.2 0.2
H 8.9137 4.9361 -2.2374 0.0 0.0 0.1
H 4.3530 4.6991 0.1570 0.1 0.0 0.0
H 4.3065 4.9037 1.9117 0.3 0.2 -0.1
H 4.9949 3.4458 1.2368 0.1 0.1 -0.3

=====

No. 2
215
Properties=species:S:1:pos:R:3:forces:R:3 method="wB97M-V/def2-TZVPD" spin_multiplicity=1 energy_ev=-1536302.3631 homo_lumo_gap_ha=0.3403
C 16.3636 16.7057 17.9354 0.3 -1.3 0.7
Br 18.0382 15.5326 17.8790 -1.6 0.7 -0.4
Br 15.8317 16.7784 19.8654 0.1 0.2 -1.6
Br 14.8747 16.0410 16.7667 1.4 0.5 1.0
H 16.7089 17.6860 17.6069 -0.4 -0.2 0.1
C 23.8538 9.9282 20.3894 0.5 0.2 -0.1
Br 23.4084 9.0333 18.7053 0.1 0.5 0.7
Br 23.9216 11.9048 20.1944 -0.2 -1.4 0.2
Br 25.5640 9.2497 21.0750 -0.6 0.3 -0.2
H 23.1109 9.6558 21.1392 0.1 0.3 -0.3
C 18.1907 22.7635 18.5186 -0.7 1.5 0.0
Br 16.3814 21.8857 18.3752 1.7 0.6 0.2
Br 18.5743 23.5342 20.2991 -0.4 -0.6 -0.8
Br 18.2672 24.3165 17.2379 -0.1 -1.2 0.6
H 19.0271 22.1069 18.2790 -0.5 -0.1 0.0
C 23.7138 17.7536 22.6462 0.8 -0.2 0.5
Br 25.6788 18.1998 22.7253 -1.3 -0.5 0.0
Br 22.7178 18.9947 23.7258 0.4 0.1 -0.3
Br 23.2523 15.9621 23.2998 0.7 0.6 -0.6
H 23.4600 17.8179 21.5881 -0.1 0.0 0.3
C 26.0920 15.5417 17.9716 -0.4 -0.6 1.1
Br 27.7613 15.0298 18.9773 -1.3 0.6 -1.1
Br 25.0562 16.8740 19.0118 0.6 -0.8 -0.5
Br 25.0060 13.8857 17.6707 0.8 1.3 0.0
H 26.2491 16.0443 17.0172 0.5 -0.5 0.2
C 13.0173 17.8487 14.1459 0.0 1.0 -0.4
Br 13.1790 16.2312 13.1216 -0.1 0.3 0.1
Br 11.4515 19.0165 13.5115 1.5 -1.2 0.7
Br 14.7063 18.8984 14.1253 -0.9 -0.5 -0.1
H 12.8922 17.5395 15.1835 -0.4 0.4 -0.3
C 23.0558 25.1450 16.7311 -0.2 0.8 -0.6
Br 23.7328 26.7501 15.7363 -0.5 -1.0 0.5
Br 22.0378 23.9473 15.5470 0.6 0.5 0.5
Br 21.9332 25.6873 18.2233 0.5 -0.2 -0.4
H 23.9656 24.6708 17.0991 -0.5 -0.1 -0.1
C 21.5872 15.7575 26.6478 0.8 0.8 1.2
C 20.8114 15.2546 25.4945 -1.1 -1.1 -1.1
C 19.8796 16.3193 24.8644 0.1 -0.3 0.0
C 18.7584 15.8436 23.9258 0.6 -0.3 -1.4
C 19.2437 15.2246 22.5487 1.1 -0.5 1.7
C 18.2461 14.5277 21.7224 -2.1 -0.2 -0.2
H 20.9340 15.8040 27.5191 0.0 0.3 0.1
H 22.0095 16.7511 26.4974 -0.1 0.2 -0.2
H 22.4356 15.1551 26.9726 0.0 -0.4 -0.3
H 21.4192 14.7411 24.7496 0.2 0.4 -0.2
H 20.2410 14.4046 25.8689 -0.6 0.0 0.0
H 20.5144 17.0563 24.3726 0.0 0.2 -0.1
H 19.3735 16.8280 25.6849 0.1 0.2 0.2
H 18.1277 15.1764 24.5133 -0.1 -0.5 -0.3
H 18.1012 16.6619 23.6316 0.0 0.4 0.3
H 19.7315 15.9257 21.8714 0.3 0.5 0.6
H 19.9363 14.4154 22.7805 0.8 0.4 0.2
H 18.5786 14.3118 20.7071 0.1 0.1 0.0
H 17.9144 13.5893 22.1667 0.0 -0.1 0.1
H 17.3623 15.1641 21.6781 -0.3 -0.1 -0.4
C 22.0181 9.9164 15.0247 0.3 -0.3 -1.2
C 21.1378 11.0818 15.4866 -0.7 -0.3 0.6
C 20.3312 10.7540 16.7883 1.1 0.1 -0.2
C 19.6615 11.9213 17.5104 1.5 0.2 -0.4
C 18.8899 11.5154 18.7581 -1.1 0.0 0.7
C 19.6005 10.6360 19.8088 0.8 -0.6 -1.5
H 23.0767 9.8714 15.2805 -0.1 0.5 0.9
H 22.1291 9.9672 13.9416 -0.3 0.0 -0.3
H 21.6240 8.9167 15.2075 -0.3 0.1 0.3
H 21.7456 11.9829 15.5682 0.1 0.1 0.4
H 20.4170 11.3330 14.7084 -0.1 -0.1 -0.2
H 21.0931 10.3186 17.4349 -0.2 -0.2 0.4
H 19.5935 9.9748 16.5968 0.0 -0.2 -0.2
H 20.4636 12.6247 17.7342 0.3 0.1 0.5
H 19.1155 12.4880 16.7562 -0.9 -0.1 0.2
H 18.5976 12.3454 19.4014 -0.3 0.7 -0.7
H 17.9803 11.0623 18.3636 -0.3 -0.2 0.4
H 19.1881 10.5195 20.8110 -0.4 0.7 -0.2
H 19.7102 9.6107 19.4555 0.2 -0.1 -0.2
H 20.5984 11.0735 19.8404 0.3 -0.2 0.6
C 23.1537 15.6309 14.8050 -0.5 0.5 0.2
C 24.1559 15.4916 13.6607 0.5 -0.1 1.6
C 23.8997 14.2748 12.8708 -0.4 -1.1 -0.9
C 24.9007 14.0518 11.7506 0.3 0.6 -0.2
C 26.2623 13.4564 12.1222 1.3 0.1 -1.4
C 27.2840 13.4319 10.9470 0.3 -0.3 -0.4
H 22.1565 16.0102 14.5819 0.0 0.3 -0.6
H 23.5575 16.2992 15.5655 -0.1 -0.1 0.2
H 22.9349 14.6678 15.2662 0.4 -0.2 0.1
H 24.2839 16.3486 12.9995 -0.1 0.3 0.3
H 25.0793 15.2780 14.1990 0.6 0.6 -0.2
H 22.9234 14.4571 12.4216 -0.3 -0.7 -0.1
H 23.9182 13.4107 13.5350 -0.6 -0.2 0.0
H 24.4471 13.5782 10.8799 0.1 -0.5 0.1
H 25.0429 15.0832 11.4281 0.6 0.1 -0.5
H 26.7653 14.0386 12.8944 -0.3 0.0 0.4
H 26.3099 12.3998 12.3858 -0.9 0.0 0.7
H 28.2700 13.0737 11.2430 0.1 0.3 0.7
H 27.0916 12.6685 10.1931 -0.8 0.1 -0.2
H 27.4683 14.3629 10.4109 -0.3 0.2 0.2
C 18.0735 17.9246 10.2055 0.3 0.5 1.0
C 16.9430 18.8974 10.6498 0.7 -0.2 -1.3
C 17.3226 20.3942 10.6111 -0.3 -1.2 -0.8
C 18.0553 20.8355 11.8301 -0.2 -0.4 0.0
C 18.3339 22.3012 11.7707 1.0 0.1 0.4
C 18.8307 22.8731 13.1167 -1.0 0.3 -1.0
H 18.4026 18.0419 9.1730 -0.4 0.0 -0.1
H 17.8212 16.8853 10.4161 -0.3 0.0 -0.3
H 18.9734 18.0813 10.8003 0.2 0.2 0.2
H 16.1770 18.7526 9.8881 -0.5 -0.1 0.4
H 16.5999 18.6083 11.6431 -0.3 0.0 -0.1
H 16.4330 21.0002 10.4391 -0.2 0.0 0.2
H 17.9315 20.5633 9.7230 0.2 0.0 -0.2
H 17.4207 20.5959 12.6833 0.0 0.0 0.4
H 18.9578 20.2287 11.9035 0.3 0.1 0.3
H 19.0322 22.4784 10.9528 0.2 0.2 0.0
H 17.4114 22.7930 11.4618 -0.1 0.3 0.2
H 18.9439 23.9440 12.9484 0.2 0.1 0.5
H 17.9943 22.6913 13.7915 0.2 0.3 0.5
H 19.7381 22.4524 13.5501 0.0 -0.2 -0.3
C 23.5830 20.7880 19.5766 0.2 0.5 0.2
C 23.8118 21.1256 18.1023 -0.1 -2.2 -0.6
C 23.3932 19.9108 17.1656 0.3 1.5 0.2
C 23.6159 20.2031 15.7128 -0.5 1.1 -1.6
C 23.0826 19.1268 14.7930 0.3 -1.3 -0.6
C 22.8326 19.5607 13.3334 0.1 0.9 1.3
H 24.2931 20.0490 19.9476 0.1 -0.2 -0.2
H 22.5814 20.4281 19.8119 -0.1 0.0 -0.2
H 23.7393 21.6667 20.2024 0.0 0.1 0.1
H 23.3040 22.0365 17.7852 -0.1 0.0 0.0
H 24.8815 21.2097 17.9101 0.1 0.5 0.2
H 22.3166 19.7529 17.2305 0.1 -0.4 0.5
H 23.9676 19.0104 17.3833 -0.3 -0.1 0.6
H 23.0871 21.1078 15.4127 -0.5 0.3 0.4
H 24.6123 20.5064 15.3914 0.6 -0.5 0.5
H 23.7782 18.2876 14.7943 0.2 -0.1 -0.1
H 22.1842 18.6726 15.2108 -0.3 0.2 0.0
H 23.7559 19.9808 12.9345 0.1 -0.4 -0.4
H 22.3611 18.8120 12.6969 0.3 0.0 0.1
H 22.1816 20.4304 13.4232 -0.4 0.0 -0.4
C 10.2638 24.7638 11.1408 0.3 -0.3 0.4
C 11.2510 25.1204 12.2880 0.0 -1.5 -0.4
C 12.2970 23.9573 12.5425 -0.7 1.0 -1.6
C 13.1899 24.1298 13.7423 0.1 -1.6 0.0
C 14.4155 23.1571 13.8166 0.0 1.1 0.7
C 15.1639 23.3932 15.1201 0.6 0.5 -0.1
H 9.8754 23.7518 11.2558 -0.2 0.0 0.5
H 10.6899 24.6977 10.1397 0.3 0.6 0.0
H 9.4233 25.4577 11.1582 0.0 0.0 -0.3
H 11.7547 26.0593 12.0584 0.1 0.0 0.1
H 10.6263 25.2831 13.1663 0.2 0.0 0.3
H 12.9015 23.9197 11.6363 0.4 0.2 -0.2
H 11.7989 22.9915 12.4569 -0.3 -0.1 0.7
H 13.5037 25.1724 13.7948 0.3 0.0 0.1
H 12.5826 23.9092 14.6202 0.0 0.3 0.3
H 14.2444 22.0817 13.8646 -0.9 0.0 -0.6
H 15.1308 23.3197 13.0103 -0.2 0.1 -0.3
H 15.5176 24.4142 15.2634 -0.2 0.3 -0.2
H 14.5577 23.1832 16.0013 0.1 -0.4 0.0
H 16.0894 22.8194 15.0707 -0.1 -0.4 0.6
C 15.7003 12.5963 15.0633 -0.3 0.1 0.4
C 17.0418 12.4030 14.3482 -0.9 -0.8 0.1
C 17.8592 13.6628 14.2595 -0.5 -0.2 0.9
C 17.3114 14.6706 13.2650 -0.1 0.2 -1.2
C 17.6998 16.1135 13.5001 0.8 0.2 0.3
C 19.2153 16.2067 13.7465 -0.6 1.2 0.1
H 14.9284 13.2126 14.6023 0.3 0.1 -0.6
H 15.8905 13.1056 16.0080 0.1 0.0 0.2
H 15.1878 11.6726 15.3318 0.2 -0.2 -0.2
H 17.5750 11.6477 14.9254 0.3 0.0 0.2
H 16.9571 11.9302 13.3698 -0.3 0.1 -0.3
H 18.8797 13.3049 14.1231 0.3 0.7 -0.6
H 17.8378 14.0823 15.2653 0.1 0.3 0.2
H 17.6318 14.3521 12.2730 0.2 0.1 -0.3
H 16.2269 14.7044 13.1612 -0.3 -0.7 0.5
H 17.3721 16.8154 12.7332 0.2 -0.4 -0.6
H 17.0983 16.5087 14.3187 0.3 -0.2 0.7
H 19.5004 17.2483 13.8948 0.0 0.2 0.3
H 19.4813 15.6525 14.6466 0.3 -0.1 -0.2
H 19.7996 15.9244 12.8708 -0.1 -0.6 0.0
C 21.5468 15.8831 19.4133 -0.5 -1.8 0.5
C 21.5538 17.2302 18.7874 -0.5 1.2 -0.5
C 20.3192 18.0941 19.1795 0.4 -0.6 1.2
C 19.9260 19.3031 18.4200 -0.4 1.4 -0.8
C 19.6283 19.1022 16.9538 0.4 -0.4 -0.6
C 19.4289 20.3564 16.0994 0.2 0.3 0.3
H 20.6160 15.3254 19.3098 -0.6 0.4 -0.6
H 21.6009 15.7900 20.4980 0.8 0.6 0.2
H 22.2327 15.1947 18.9197 0.5 0.2 0.3
H 22.4703 17.7919 18.9678 0.0 0.1 0.8
H 21.7359 17.0964 17.7211 -0.9 -0.1 -0.4
H 20.4963 18.5279 20.1636 0.4 -0.4 0.5
H 19.4039 17.5314 19.3630 0.2 -0.7 -0.3
H 19.0227 19.6842 18.8962 -0.3 0.2 0.2
H 20.6589 20.0942 18.5787 0.3 0.2 -0.3
H 20.4814 18.5725 16.5298 0.1 -0.1 -0.2
H 18.8332 18.3601 16.8824 -0.4 0.1 -0.2
H 20.2859 21.0111 16.2571 0.3 0.1 0.0
H 19.4020 20.1832 15.0235 -0.1 -0.3 0.0
H 18.5648 20.9736 16.3454 -0.3 -0.2 0.1
C 13.9406 21.4322 22.4421 0.1 1.7 -0.4
C 15.4217 21.2371 22.6115 -0.1 -1.5 0.9
C 15.9452 20.0805 21.7684 0.7 -0.6 -0.1
C 17.2468 19.3890 22.2910 0.4 1.7 -0.8
C 18.4493 20.3929 22.1730 -0.1 -0.4 0.1
C 19.6744 19.9732 22.9570 -0.4 -0.4 0.2
H 13.3168 20.5384 22.4398 0.2 0.1 0.0
H 13.8334 22.0265 21.5347 -0.6 -0.3 -0.4
H 13.6658 22.1410 23.2233 -0.6 -0.2 0.2
H 15.9202 22.1984 22.4872 0.3 -0.2 -0.1
H 15.5200 20.9169 23.6488 0.5 0.2 0.3
H 16.0762 20.4109 20.7380 0.3 0.0 -0.1
H 15.1738 19.3148 21.6861 -0.2 0.0 0.2
H 17.1435 19.0119 23.3084 -0.2 0.4 0.3
H 17.4785 18.4915 21.7175 0.0 0.0 -0.3
H 18.7165 20.5944 21.1357 -0.2 -0.3 -0.3
H 18.2362 21.3930 22.5505 -0.7 0.0 0.1
H 19.2969 19.8523 23.9723 0.5 0.1 0.4
H 20.0921 19.0060 22.6775 -0.1 0.0 -0.3
H 20.4688 20.7179 22.9089 0.0 0.0 0.1